one:
Molecular formula: C9H8N2
Method: DFT, ωB97M-V with the def2-TZVPD basis set

Geometry (Å):
C: 3.12775 -0.05114 -0.01864
C: 2.46490 -1.21552 0.24485
C: 1.08515 -1.21652 0.24066
C: 0.29390 -0.13911 -0.05128
C: 0.93797 1.08978 -0.42810
C: 2.35369 1.12519 -0.38531
C: -1.14922 -0.21032 -0.12563
C: -3.24428 0.44808 0.35069
C: -3.20077 -0.62849 -0.53906
H: 4.14674 0.01000 0.03827
H: 3.04552 -2.16274 0.72800
H: 0.48545 -2.20971 0.42608
H: 0.52220 1.90202 -0.81841
H: 2.76471 2.06070 -0.75813
H: -1.58077 1.59137 1.02181
H: -4.04419 1.11743 0.89854
H: -4.25350 -1.24342 -0.73435
N: -1.86815 0.72134 0.62900
N: -1.88709 -0.98896 -0.71899

Values from the calculation:
- Frontier orbital gap: 9.48 eV
- SMILES string: c1ccc(-c2ncc[nH]2)cc1

***

two:
Molecular formula: C9H8N2
Method: DFT, ωB97M-V with the def2-TZVPD basis set

Geometry (Å):
C: 0.25537 1.98279 -2.43230
C: -0.90475 1.65186 -1.86000
C: -1.10945 0.74880 -0.77516
C: 0.04571 0.05630 -0.33099
C: 1.30376 0.42681 -0.87866
C: 1.40486 1.38654 -1.87037
C: 0.02132 -0.86239 0.79433
C: -0.72161 -1.64962 2.77604
C: 0.12309 -2.63270 2.07032
H: 0.36229 2.50731 -3.35646
H: -1.61199 1.99036 -2.30570
H: -1.93887 0.50628 -0.31317
H: 2.37795 0.03018 -0.41725
H: 2.46165 1.56782 -2.05917
H: -1.17649 0.15487 2.08451
H: -1.08437 -1.80966 3.61859
H: 0.44692 -3.42574 2.49001
N: -0.78946 -0.60172 1.92761
N: 0.53407 -2.02809 0.83782

Values from the calculation:
- Frontier orbital gap: 9.09 eV
- SMILES string: c1ccc(-c2ncc[nH]2)cc1

***

How far above the most stable structure does each one sit? In hartree: one 0.0000; two 0.0723.

***

one:
Molecular formula: C3H6N2O2
Method: DFT, ωB97M-V with the def2-TZVPD basis set

Geometry (Å):
O: -2.30231 1.78322 -0.94576
C: -1.08181 1.65941 -0.62047
C: -0.57941 0.73913 0.54950
N: 0.78388 0.30705 0.36307
C: 1.21405 -0.94680 0.07849
N: 0.23806 -1.89854 -0.05747
O: 2.39490 -1.20940 -0.16857
H: -0.18338 1.76433 -1.27407
H: -1.27904 -0.05792 0.85131
H: -0.64963 1.32380 1.47831
H: 1.50469 1.00229 0.34886
H: 0.66505 -2.74966 -0.35386
H: -0.72504 -1.71691 -0.24932

Values from the calculation:
- 2S+1: 2
- Frontier orbital gap (spin up / spin down): 3.99 / 7.23 eV
- Net charge: -1
- ⟨S²⟩: 0.7535

***

two:
Molecular formula: C3H6N2O2
Method: DFT, ωB97M-V with the def2-TZVPD basis set

Geometry (Å):
C: -2.00880 -0.18614 0.23865
N: -0.79646 -0.69257 0.02605
C: 0.18661 -0.29877 -1.04921
C: 1.42554 0.24035 -0.45409
N: 1.45799 1.63899 -0.21317
O: 2.33208 -0.56663 -0.00128
O: -2.66635 -0.29389 1.27003
H: -2.40710 0.37606 -0.61062
H: -0.35435 -1.08546 0.84677
H: 0.37737 -1.19533 -1.65009
H: -0.33229 0.38495 -1.72883
H: 2.30841 1.96446 0.21639
H: 0.66562 2.06853 0.29089

Values from the calculation:
- 2S+1: 2
- Frontier orbital gap (spin up / spin down): 3.88 / 7.97 eV
- Net charge: -1
- ⟨S²⟩: 0.7539

***

How far above the most stable structure does each one sit? In hartree: one 0.0000; two 0.0026.

***

one:
Molecular formula: C2H11N2
Method: DFT, ωB97M-V with the def2-TZVPD basis set

Geometry (Å):
N: -1.48975 1.65752 0.73608
H: -2.00990 1.70516 -0.11613
H: -2.17052 1.22463 1.36877
H: -0.24160 0.72865 0.70147
H: -1.32058 2.55845 1.18099
C: 0.16951 -1.47894 -1.10289
C: 1.15549 -0.46510 -0.58894
N: 0.72927 0.11465 0.74480
H: 0.46249 -1.67904 -2.13297
H: 0.13696 -2.45041 -0.59601
H: -0.86734 -1.15949 -0.99786
H: 2.11589 -0.93967 -0.38254
H: 1.28937 0.32867 -1.31798
H: 1.55042 0.53507 1.18566
H: 0.49029 -0.68016 1.31757

Values from the calculation:
- Frontier orbital gap: 12.60 eV
- Net charge: +1

***

two:
Molecular formula: C2H11N2
Method: DFT, ωB97M-V with the def2-TZVPD basis set

Geometry (Å):
N: -1.33816 -1.49592 1.21160
H: -1.05120 -1.65829 2.17589
H: -0.04622 -0.38728 0.48658
H: -2.33313 -1.74402 1.34538
H: -0.95316 -2.37591 0.60929
C: -0.49920 1.27492 -0.81090
N: 0.38565 0.43185 0.07879
C: 1.66575 0.05205 -0.68920
H: -0.89579 2.13488 -0.12963
H: -1.19894 0.60035 -1.43200
H: 0.02994 1.76313 -1.59521
H: 0.52521 1.12297 0.89469
H: 1.32308 -0.11300 -1.64340
H: 2.22433 0.90564 -0.65089
H: 2.04410 -0.76181 -0.09283

Values from the calculation:
- Frontier orbital gap: 12.13 eV
- Net charge: +1

***

three:
Molecular formula: C2H11N2
Method: DFT, ωB97M-V with the def2-TZVPD basis set

Geometry (Å):
N: 0.57334 1.03025 2.27303
H: 1.45796 1.49770 2.40091
H: 0.95886 -0.11320 0.00539
H: 0.30736 0.49765 3.09493
H: -0.13509 1.70300 2.23118
C: -0.42412 0.77209 -1.27534
N: 0.01823 -0.33445 -0.31960
C: -0.07158 -1.66661 -0.97240
H: 0.43935 1.08653 -1.85316
H: -1.10531 0.28824 -1.96489
H: -0.77076 1.58388 -0.65227
H: -0.60676 -0.33040 0.47984
H: 0.35941 -1.79413 -1.96130
H: -1.13042 -1.76161 -1.22395
H: 0.12954 -2.45893 -0.26234

Values from the calculation:
- Frontier orbital gap: 11.51 eV
- Net charge: +1

***

How far above the most stable structure does each one sit? In hartree: one 0.0000; two 0.0505; three 0.0213.

***

one:
Molecular formula: C6H5FO
Method: DFT, ωB97M-V with the def2-TZVPD basis set

Geometry (Å):
C: 0.56786 0.69846 -0.52479
C: -0.87481 0.58553 -0.36434
C: 1.44021 -0.25600 -0.08868
C: -1.35699 -0.52716 0.09610
C: 1.03788 -1.43364 0.67945
C: -0.39432 -1.55550 0.37371
O: 0.33046 -2.49891 -0.09896
F: -3.80214 -0.00887 -0.55863
H: 0.92657 1.65334 -0.96653
H: -1.38627 1.56319 -0.63949
H: 2.49971 0.04467 -0.16500
H: -2.51240 -0.59557 0.11166
H: 1.54411 -1.99507 1.41225

Values from the calculation:
- Frontier orbital gap (spin up / spin down): 6.22 / 6.22 eV

***

two:
Molecular formula: C6H5FO
Method: DFT, ωB97M-V with the def2-TZVPD basis set

Geometry (Å):
C: -1.31588 -1.44465 -0.07087
C: -1.96326 -0.31567 -0.00382
C: 0.59439 -0.45221 0.00791
C: 0.01639 0.86440 0.00747
C: 1.72451 -1.10404 0.07785
C: 0.69791 2.01192 -0.04139
O: -1.36022 0.90303 0.05877
F: -3.30081 -0.15916 0.00213
H: -1.47564 -2.48538 -0.13720
H: 2.67967 -0.59893 0.12910
H: 1.75326 -2.18021 0.08788
H: 0.17864 2.95413 -0.03473
H: 1.77103 2.00677 -0.08310

Values from the calculation:
- Frontier orbital gap: 9.15 eV

***

How far above the most stable structure does each one sit? In hartree: one 0.0891; two 0.0000.